Entry 1:
A 2-piece molecular cluster, C6H18N2O overall in a non-equilibrium geometry. Source: the OMol25 dataset; level of theory: the ωB97M-V functional and the def2-TZVPD basis.

XYZ file:
```
27
Properties=species:S:1:pos:R:3:forces:R:3:lowdin_charge:R:1
C 1.5015 1.9192 0.1522 -0.1 0.7 0.3 -0.12
C 1.4031 0.6513 -0.6925 0.1 0.9 -0.3 -0.22
C 0.2487 -0.2801 -0.2962 3.0 -0.3 0.3 -0.36
C 0.1595 -1.4125 -1.3232 -1.0 -0.4 -0.3 -0.20
N -0.9550 -1.1741 -2.2336 0.2 0.0 0.0 -0.12
C -2.2655 -1.6144 -1.7675 0.2 0.5 -0.7 -0.12
N 0.5243 -0.6678 1.0785 -0.5 -0.3 0.5 -0.09
C -0.6567 -0.9660 1.8669 -0.4 1.3 0.5 -0.12
H 0.5531 2.2896 0.5542 -0.1 -0.6 0.0 0.06
H 2.1978 1.7954 0.9830 -0.2 -0.1 0.1 0.07
H 1.8400 2.8054 -0.3881 0.3 -0.2 -0.4 0.07
H 1.3969 0.9306 -1.7488 -0.5 -0.1 -0.1 0.11
H 2.3497 0.1421 -0.5875 0.3 -0.6 0.1 0.10
H -0.5924 0.3397 -0.2515 -1.7 0.6 -0.3 0.12
H 0.0619 -2.3984 -0.8407 0.0 0.1 0.2 0.12
H 1.0774 -1.4643 -1.9047 0.1 0.1 0.0 0.11
H -0.7783 -1.4503 -3.1856 0.1 -0.2 0.1 0.10
H -2.2474 -1.9265 -0.7465 0.2 0.1 0.9 0.05
H -2.6362 -2.4937 -2.2849 -0.2 0.0 -0.4 0.07
H -2.9471 -0.7687 -1.8609 -0.4 -0.3 0.0 0.08
H 1.2434 -1.3585 1.2062 0.1 -0.2 -0.4 0.11
H -1.0027 -0.0252 2.3312 0.0 -0.1 -0.1 0.07
H -1.5292 -1.2883 1.2944 0.1 -0.6 -0.1 0.06
H -0.4727 -1.6052 2.7276 0.2 -0.4 -0.3 0.08
O 0.3766 3.5655 2.8352 -0.5 1.3 0.9 -0.06
H 1.1085 3.7827 2.2542 -0.2 -0.9 -0.2 0.02
H 0.0410 2.6727 2.8286 0.6 -0.3 -0.6 0.02
```
Forces are in eV/Å.

Summary:
**Multiplicity**: 1
**Energy above the lowest of the compared OMol25 structures with the same formula, charge and spin**: 29.08 kcal per mole
**E_LUMO**: 0.96 eV
**Strongest force on any atom**: 0.060 hartree/bohr
**Total charge**: 0
**Orbital gap**: 9.323 eV

---

Entry 2:
A 2-piece molecular cluster, C6H18N3O overall in a non-equilibrium geometry. Source: the OMol25 dataset; level of theory: the ωB97M-V functional and the def2-TZVPD basis.

XYZ file:
```
28
Properties=species:S:1:pos:R:3:forces:R:3:lowdin_charge:R:1
C 0.5262 -2.8165 -0.6702 -0.6 -1.5 -1.2 -0.04
C -1.1440 -1.8620 -2.2052 0.0 2.3 3.7 -0.02
C 0.6397 3.6993 1.7755 2.9 0.2 -0.5 -0.08
C -0.5861 -1.7647 -0.7549 1.7 -0.7 -2.4 -0.35
C 0.6130 -0.3176 0.7754 -1.9 2.4 3.9 -0.25
C -0.5916 1.7580 0.9672 3.0 0.6 -4.4 -0.19
N 1.8801 0.1555 0.8673 0.9 1.4 -2.8 0.07
N -1.4987 1.6044 -0.1312 3.6 1.9 -2.2 0.07
N 0.0405 -0.4491 -0.4818 -1.8 0.1 -0.9 -0.02
O 0.3934 2.7613 0.7296 -2.2 -1.8 0.5 -0.16
H 0.0631 -3.8762 -0.8312 0.9 1.8 1.0 0.13
H 0.9890 -2.6785 -1.6837 0.6 -0.1 1.2 0.09
H 1.2450 -2.6925 0.1871 -0.8 -0.5 -1.0 0.09
H -1.6860 -2.7122 -2.1546 -1.8 -2.8 -0.6 0.06
H -0.5273 -1.7829 -3.0018 2.8 -0.4 -2.1 0.06
H -1.7721 -1.0494 -2.3739 -1.8 1.4 -0.1 0.07
H 0.7677 3.2423 2.7109 -0.4 -1.2 1.5 0.06
H -0.0090 4.5577 1.9318 -0.3 0.0 -0.8 0.10
H 1.7289 3.9490 1.5804 -1.4 0.7 0.0 0.12
H -1.4212 -1.8445 -0.1063 -0.5 -0.2 1.0 0.14
H 0.3186 -0.9942 1.6773 0.1 1.1 -2.3 0.19
H -0.9321 1.4808 1.8693 -1.2 0.1 3.3 0.08
H 2.3642 0.0172 1.7044 0.7 -0.1 1.2 0.08
H 2.0704 1.0703 0.3724 -0.2 -1.3 1.1 0.13
H -1.5705 2.3637 -0.9065 0.4 -1.5 2.2 0.19
H -2.3469 1.4181 0.2380 -3.7 -0.8 1.0 0.06
H 0.7110 -0.1449 -1.1586 0.8 -0.4 -0.9 0.17
H -0.7916 0.3494 -0.6633 0.4 -0.3 0.6 0.13
```
Forces are in eV/Å.

Summary:
**Multiplicity**: 1
**Energy above the lowest of the compared OMol25 structures with the same formula, charge and spin**: 93.91 kcal per mole
**E_LUMO**: -2.46 eV
**Strongest force on any atom**: 0.103 hartree/bohr
**Total charge**: +1
**Orbital gap**: 8.409 eV

---

Entry 3:
An isolated molecule of C6H18N4 in a non-equilibrium geometry. Source: the OMol25 dataset; level of theory: the ωB97M-V functional and the def2-TZVPD basis.

XYZ file:
```
28
Properties=species:S:1:pos:R:3:forces:R:3:lowdin_charge:R:1
C -2.7009 -0.0614 -1.4741 0.0 0.0 0.1 -0.12
N -1.3778 0.4806 -1.2431 0.3 -0.9 0.8 -0.22
C -0.7197 0.7885 -2.4965 0.1 0.1 -0.1 -0.12
C -0.5725 -0.3733 -0.2990 -0.9 1.5 -0.9 -0.36
N 0.0164 -1.5479 -0.9155 0.0 0.0 -0.3 0.07
C 0.5274 0.4997 0.3067 0.1 -1.0 1.5 -0.34
N 1.6046 0.6945 -0.6022 0.1 0.0 0.1 0.06
N 0.8799 -0.2667 1.6060 0.2 0.5 -0.8 -0.24
C 2.2909 -0.3084 1.9216 -0.1 0.0 0.0 -0.13
C 0.1236 0.2499 2.7261 0.0 -0.1 -0.1 -0.12
H -3.2956 0.6799 -2.0105 0.0 -0.1 0.0 0.08
H -2.6975 -0.9900 -2.0678 -0.1 0.0 0.0 0.08
H -3.1929 -0.2529 -0.5200 0.0 -0.1 0.0 0.08
H -0.5936 -0.0972 -3.1347 0.0 0.0 -0.1 0.08
H 0.2576 1.2126 -2.2846 -0.1 0.0 -0.2 0.06
H -1.3179 1.5252 -3.0355 0.0 0.0 0.0 0.08
H -1.2769 -0.6373 0.5056 0.2 0.2 -0.1 0.13
H 0.6348 -2.0046 -0.2545 -0.2 -0.1 0.1 0.08
H -0.7074 -2.2007 -1.1938 0.2 0.0 0.1 0.08
H 0.1198 1.4821 0.5864 0.0 -0.2 0.0 0.14
H 1.8614 -0.1703 -1.0614 0.2 0.1 0.0 0.08
H 2.3846 1.1821 -0.1829 0.0 -0.2 -0.1 0.08
H 2.7298 0.6880 2.1010 0.1 0.0 0.0 0.08
H 2.4234 -0.9030 2.8271 0.0 0.0 0.0 0.08
H 2.8403 -0.8017 1.1197 0.1 0.1 0.1 0.07
H 0.2577 -0.4085 3.5863 -0.1 0.1 0.0 0.08
H 0.4362 1.2675 3.0134 0.0 0.0 0.0 0.09
H -0.9356 0.2732 2.4760 -0.1 0.0 0.1 0.08
```
Forces are in eV/Å.

Summary:
**Multiplicity**: 1
**Energy above the lowest of the compared OMol25 structures with the same formula, charge and spin**: 18.91 kcal per mole
**E_LUMO**: 0.96 eV
**Strongest force on any atom**: 0.039 hartree/bohr
**Total charge**: 0
**Orbital gap**: 9.251 eV

---

Entry 4:
A 2-piece molecular cluster, C6H18N4P overall in a non-equilibrium geometry. Source: the OMol25 dataset; level of theory: the ωB97M-V functional and the def2-TZVPD basis.

XYZ file:
```
29
Properties=species:S:1:pos:R:3:forces:R:3:lowdin_charge:R:1
C 0.1359 -1.9710 -1.0522 -1.0 3.1 -0.5 -0.08
C -2.2468 1.6318 -1.2271 -0.5 0.5 -1.1 -0.04
C -2.9152 0.2151 0.5933 -3.1 -1.4 -2.9 -0.13
C 1.1436 2.4611 0.0692 -1.2 -0.6 -0.9 -0.06
C 2.4605 0.6314 -1.0039 -0.9 -2.7 0.4 -0.06
C 0.7875 -2.7132 1.2014 1.2 -3.3 -0.5 -0.14
N 0.2037 -0.0496 2.3117 0.0 0.3 -0.7 -0.09
N -2.0527 0.8900 -0.2762 3.4 -1.6 1.5 -0.11
N 1.4727 1.0289 0.0051 -0.9 -0.2 0.5 -0.34
N 0.7974 -1.6359 0.2757 -0.8 2.6 -1.4 -0.36
P 0.6320 -0.0827 0.8438 0.3 -0.9 0.3 0.86
H 0.7265 -2.6414 -1.7343 -0.7 0.2 1.3 0.10
H -1.0248 -2.1984 -0.8719 2.8 0.0 -0.6 0.13
H -3.1830 1.9988 -1.4973 -2.0 0.7 -0.4 0.07
H -1.4853 1.8593 -1.9299 1.1 0.4 -0.3 0.06
H 0.1718 -0.9210 -1.5982 -0.5 -2.2 0.7 0.08
H -2.4990 0.0550 1.5098 1.1 -0.1 2.6 0.02
H -3.9692 0.5762 0.6458 0.7 0.1 0.1 0.10
H -2.9872 -0.8271 0.1227 -0.1 1.1 0.7 0.11
H 1.9843 3.0668 -0.1509 1.0 0.3 0.0 0.09
H 0.3597 2.7229 -0.6332 0.0 -0.2 -0.5 0.07
H 0.7164 2.7613 0.9805 -0.2 0.1 1.6 0.07
H 3.0240 1.5115 -1.1784 0.7 0.5 -0.7 0.08
H 3.0752 -0.1699 -0.4948 -0.3 0.9 -1.1 0.11
H 1.9220 0.1769 -1.8992 1.1 0.9 0.8 0.10
H 1.5443 -3.4655 0.6886 -1.6 1.0 1.4 0.14
H -0.2195 -3.1485 1.2161 0.3 -0.2 0.1 0.09
H 1.0875 -2.5631 2.2420 0.1 0.6 -0.5 0.09
H 0.3376 0.8003 2.8418 0.0 0.1 0.2 0.03
```
Forces are in eV/Å.

Summary:
**Multiplicity**: 1
**Energy above the lowest of the compared OMol25 structures with the same formula, charge and spin**: 27.18 kcal per mole
**E_LUMO**: -3.78 eV
**Strongest force on any atom**: 0.087 hartree/bohr
**Total charge**: +1
**Orbital gap**: 9.148 eV

---

Entry 5:
C6H18N5NaOS as an isolated structure in a non-equilibrium geometry. Source: the OMol25 dataset; level of theory: the ωB97M-V functional and the def2-TZVPD basis.

XYZ file:
```
32
Properties=species:S:1:pos:R:3:forces:R:3:lowdin_charge:R:1
Na -0.4045 0.9806 -1.0483 1.0 0.0 0.5 0.11
N 0.0763 -1.0227 -2.2453 0.0 -0.4 -0.1 0.01
C 0.5715 -2.0686 -1.3548 0.0 0.0 0.1 -0.25
C 0.0105 -1.8917 0.0516 0.1 0.0 -0.1 -0.19
N 0.2815 -0.5866 0.6478 0.0 -0.3 0.2 -0.19
C -0.6282 -0.3248 1.7647 -0.2 0.0 0.0 -0.19
C -1.9206 0.3424 1.3064 0.0 -0.1 0.2 -0.24
N -1.6470 1.7125 0.8687 -0.2 0.0 0.1 0.02
C 1.6783 -0.4048 1.0249 0.0 0.2 -0.1 -0.19
C 2.0746 1.0667 0.9678 0.0 -0.1 0.0 -0.25
N 1.9340 1.5615 -0.4009 0.1 0.1 0.1 0.02
H -0.9446 -1.0044 -2.2367 0.1 0.0 -0.1 0.04
H 0.3592 -1.2075 -3.1997 0.0 0.1 0.0 0.09
H 1.6641 -2.0283 -1.3446 0.0 0.0 0.0 0.10
H 0.3016 -3.0857 -1.6698 0.0 0.0 0.0 0.11
H 0.3857 -2.7110 0.6870 -0.1 0.0 0.0 0.13
H -1.0752 -2.0027 -0.0171 0.0 0.0 0.1 0.12
H -0.1359 0.3439 2.4743 0.0 0.0 0.0 0.12
H -0.8655 -1.2530 2.3068 0.1 0.0 0.0 0.12
H -2.6504 0.2858 2.1231 0.0 0.0 0.0 0.11
H -2.3310 -0.2040 0.4563 -0.1 0.0 0.0 0.09
H -1.6026 2.3393 1.6618 0.1 0.0 0.0 0.08
H -2.3897 2.0481 0.2646 0.0 0.0 0.0 0.06
H 2.3097 -0.9491 0.3197 0.0 0.0 0.0 0.11
H 1.8840 -0.8121 2.0264 0.0 0.0 0.0 0.13
H 3.0893 1.1709 1.3733 0.0 0.0 0.0 0.11
H 1.4049 1.6480 1.6045 0.0 0.0 0.0 0.10
H 2.6467 1.1576 -0.9979 0.0 0.0 0.0 0.08
H 2.0510 2.5671 -0.4369 0.0 0.0 0.0 0.09
O -2.4634 0.3054 -1.8704 -0.6 -0.1 -0.1 -0.66
S -2.4143 1.5891 -2.6711 -0.1 -0.2 0.0 0.66
N -1.2500 2.4380 -2.4361 -0.3 0.9 -0.7 -0.46
```
Forces are in eV/Å.

Summary:
**Multiplicity**: 1
**E_LUMO**: 0.18 eV
**Strongest force on any atom**: 0.024 hartree/bohr
**Total charge**: 0
**Orbital gap**: 8.258 eV

---

Entry 6:
A 6-piece molecular cluster, C6H18N6O12 overall in a non-equilibrium geometry. Source: the OMol25 dataset; level of theory: the ωB97M-V functional and the def2-TZVPD basis.

XYZ file:
```
42
Properties=species:S:1:pos:R:3:forces:R:3:lowdin_charge:R:1
C -0.3038 1.1939 0.1130 -0.3 -0.1 0.4 0.03
N -0.4344 -0.2368 -0.2488 0.8 0.0 0.4 -0.43
O -1.0799 -0.4942 -1.2194 -0.5 -0.4 -0.5 0.10
O 0.1282 -1.0677 0.4634 -0.1 0.2 0.0 0.01
H -0.9849 1.3246 0.9505 0.0 0.2 0.0 0.09
H -0.6354 1.7603 -0.7426 0.1 0.2 0.0 0.08
H 0.7070 1.4034 0.4411 0.1 -0.1 -0.2 0.09
C -4.2711 3.4204 -1.1131 -0.3 -0.2 0.3 0.06
N -4.2102 2.5328 0.0882 0.1 0.1 -0.1 -0.44
O -3.2109 1.8583 0.2271 0.0 0.0 0.1 0.05
O -5.1722 2.5259 0.8229 0.0 0.0 0.0 0.08
H -4.9964 4.1897 -0.8803 0.0 0.1 -0.1 0.09
H -4.6286 2.7767 -1.9125 0.1 0.1 -0.1 0.11
H -3.2801 3.8074 -1.3096 0.1 -0.1 0.0 0.09
C 2.0747 -2.5344 -2.1322 0.4 -0.3 0.3 0.05
N 2.0926 -1.5153 -3.2135 -0.1 -0.1 0.0 -0.45
O 1.2851 -0.6134 -3.1409 0.0 0.1 0.0 0.06
O 2.8864 -1.6741 -4.1170 0.0 0.0 0.0 0.07
H 1.8052 -2.0773 -1.1864 -0.2 0.1 -0.1 0.07
H 3.0662 -2.9720 -2.0616 0.0 0.0 -0.1 0.10
H 1.3594 -3.3020 -2.4122 -0.1 0.1 -0.1 0.11
C 2.6880 -1.0604 2.6223 -1.0 -0.4 -0.3 0.04
N 2.8313 -2.5466 2.5155 0.1 0.1 0.0 -0.45
O 2.6835 -3.1837 3.5351 0.0 0.0 0.0 0.07
O 3.0849 -3.0171 1.4252 0.0 0.0 0.0 0.05
H 2.5627 -0.6790 1.6156 0.5 0.1 0.0 0.08
H 3.5213 -0.6838 3.1983 0.1 0.1 0.0 0.10
H 1.7286 -0.9063 3.1132 0.2 0.1 0.3 0.10
C 1.3051 5.7147 0.6078 0.8 0.0 0.1 0.04
N 0.4457 4.7014 -0.0397 -0.3 0.0 -0.1 -0.44
O 0.9516 3.9970 -0.8878 0.0 0.1 0.1 0.07
O -0.7109 4.6251 0.3349 0.2 0.0 -0.1 0.06
H 2.0611 5.1691 1.1757 -0.2 0.0 0.1 0.11
H 0.7079 6.3521 1.2419 -0.1 0.0 0.0 0.10
H 1.8669 6.2552 -0.1496 -0.3 0.0 -0.2 0.10
C -0.7715 -4.5899 0.6777 -0.3 0.6 -0.1 0.04
N -1.5881 -5.5589 -0.1026 0.0 -0.2 0.4 -0.46
O -2.0493 -6.5173 0.4847 0.0 0.1 0.0 0.06
O -1.7187 -5.3340 -1.2847 0.0 0.0 -0.2 0.06
H -0.9393 -4.7113 1.7394 0.1 -0.4 0.0 0.09
H -1.1150 -3.5965 0.3948 0.2 0.0 -0.2 0.08
H 0.2571 -4.7361 0.3662 0.1 0.0 0.2 0.10
```
Forces are in eV/Å.

Summary:
**Multiplicity**: 1
**Energy above the lowest of the compared OMol25 structures with the same formula, charge and spin**: 3.40 kcal per mole
**E_LUMO**: -0.49 eV
**Strongest force on any atom**: 0.022 hartree/bohr
**Total charge**: 0
**Orbital gap**: 10.368 eV